No. 1
Entry from OMol25: C4H5NO2 in the gas phase (wB97M-V/def2-TZVPD).

XYZ file:
```
12
Properties=species:S:1:pos:R:3:lowdin_charge:R:1
C 1.2396 -1.3425 0.5820 -0.0228
C 0.2776 -0.2950 0.1736 -0.2121
H -1.4842 2.2171 1.1706 0.1506
O -0.3564 -0.2891 -2.2376 -0.0287
C -0.3073 0.0371 -1.0430 -0.4797
O -0.1943 0.6056 1.1327 0.0864
H 0.8324 -2.0101 1.3504 0.0814
C -1.0197 1.4471 0.5698 -0.1138
H -1.5143 1.3465 -1.6326 0.1846
N -1.1171 1.1501 -0.7115 0.1802
H 1.4606 -1.9426 -0.3065 0.0924
H 2.1832 -0.9242 0.9521 0.0814
```

Calculated values
LUMO level, eV: 0.679
Relative energy (zero: lowest compared OMol25 entry of this formula, charge and spin), kcal/mol: 43.7
Electronic energy, eV: -9812.4201

No. 2
Entry from OMol25: 2 unconnected molecules or ions with the total composition CH6O (wB97M-V/def2-TZVPD).

XYZ file:
```
8
Properties=species:S:1:pos:R:3:lowdin_charge:R:1
O -0.8939 4.0768 -4.0424 -0.0582
H -1.6585 3.5820 -3.7316 0.0314
H -0.2861 4.0035 -3.3054 0.0269
H 1.7198 -4.0706 3.2466 0.0015
H 0.7556 -2.9701 4.1334 0.0122
H 1.0708 -4.5226 4.9383 0.0209
C 0.9283 -4.0367 3.9664 -0.0549
H 0.0217 -4.4214 3.4692 0.0203
```

Calculated values
LUMO level, eV: 1.086
Relative energy (zero: lowest compared OMol25 entry of this formula, charge and spin), kcal/mol: 1.6
SMILES: C.O
Electronic energy, eV: -3181.6033

No. 3
Entry from OMol25: a gas-phase ion, C5H8N (charge +1) (wB97M-V/def2-TZVPD).

XYZ file:
```
14
Properties=species:S:1:pos:R:3:lowdin_charge:R:1
C -1.2154 -1.1054 -0.0499 -0.1031
H 0.9497 -1.5493 0.4105 0.1520
H 2.1933 1.3880 0.8308 0.1158
C 2.3430 0.6733 0.0536 0.0665
H -1.3412 -1.8079 -0.7673 0.1015
C 0.2804 -0.8058 0.0294 0.0431
C -2.8844 0.9454 0.0011 0.1704
N 0.9421 0.2507 -0.1973 0.0584
H -1.5915 -1.4937 0.8442 0.1272
H 2.8850 -0.1081 0.4158 0.0700
H 0.3122 0.9189 -0.6008 0.1612
C -2.1388 0.0177 -0.1408 -0.1218
H -3.4158 1.8393 0.1223 0.0416
H 2.6814 0.8367 -0.9515 0.1172
```

Calculated values
LUMO level, eV: -4.614
Charge: +1
Relative energy (zero: lowest compared OMol25 entry of this formula, charge and spin), kcal/mol: 76.2
SMILES: C#CC/C=[NH+]/C
Electronic energy, eV: -6794.7837

No. 4
Entry from OMol25: 3 unconnected molecules or ions with the total composition C2H10NO3 (wB97M-V/def2-TZVPD).

XYZ file:
```
16
Properties=species:S:1:pos:R:3:lowdin_charge:R:1
H 1.9963 0.1496 0.2219 -0.0135
H -1.3287 -2.2822 -0.4682 -0.0169
O -0.5368 -2.5320 -0.0193 -0.1023
H 3.4477 -0.5219 0.1478 -0.0126
H -0.0742 -1.6907 0.0737 -0.0487
N -1.1027 1.4661 0.0463 -0.1387
H 0.8272 1.4901 -0.7851 0.0851
C 0.0262 0.7741 -0.6464 -0.4134
H -0.3385 0.4935 -1.6513 0.1034
O 0.5354 -0.1425 0.2475 -0.3113
H -2.7651 0.7138 1.1916 0.0686
H -2.8680 0.6914 -0.6104 0.0767
H -0.6468 1.7162 0.9305 0.0916
H -1.8893 -0.4664 0.3774 0.0338
C -2.1796 0.5628 0.2721 -0.1970
O 3.0362 0.3523 0.0835 -0.2049
```

Calculated values
LUMO level, eV: 4.171
Charge: -1
Relative energy (zero: lowest compared OMol25 entry of this formula, charge and spin), kcal/mol: 11.8
Electronic energy, eV: -9869.2582

No. 5
Entry from OMol25: a molecular structure, C21H34As2N4Re (wB97M-V/def2-TZVPD).

XYZ file:
```
62
Properties=species:S:1:pos:R:3:mulliken_spin:R:1
As -0.3477 -3.0751 -0.1632 -0.0004
H -3.5698 0.0837 2.0555 -0.0029
C 1.0831 -5.1204 -1.6491 -0.0050
H -0.1415 -1.7691 2.2755 -0.0007
C -2.8260 1.1299 -0.5396 0.0175
H 2.6666 4.2217 2.5716 -0.0015
C 1.6991 -0.2204 -3.7740 -0.0032
H -3.8253 1.5308 -0.3291 -0.0002
H 1.2175 -3.0321 -4.9341 0.0000
C 1.2123 1.2064 2.0696 0.0151
C 1.5781 -4.9354 -3.9986 -0.0003
H -1.6417 0.0438 -4.0293 -0.0001
H 2.5741 -0.0232 -3.1499 0.0034
H -2.0842 -4.6692 -0.9849 0.0001
C 0.6616 -3.7954 -1.6662 0.0246
C 0.9955 2.5242 0.1686 0.0128
H -2.7929 -1.1731 1.0781 -0.0136
H -2.6384 -3.0362 -1.3804 0.0014
H -1.9002 3.0663 -0.5779 0.0005
C -1.2799 -0.9855 -3.9510 0.0062
C -1.5561 -0.3681 2.6963 -0.0095
Re -0.0378 -0.3247 -0.2669 1.0594
N -0.5993 1.6597 -1.4870 -0.0100
N 0.8159 1.3398 0.7869 -0.0152
H -1.4350 0.5946 3.1987 0.0000
H 0.7748 0.0261 3.8137 0.0005
H 1.8039 -0.7454 2.6124 -0.0052
C -2.6199 -0.2244 1.6031 0.0333
N -2.1076 0.7652 0.6722 -0.0495
H -2.7981 -3.6589 0.2817 0.0005
H 1.8036 -6.7317 -2.8472 -0.0002
C 1.8843 2.2220 2.7350 -0.0020
H 1.3473 0.7084 -4.2324 -0.0004
C 1.5208 -5.6854 -2.8384 -0.0010
H 1.9964 -5.3643 -4.9030 0.0000
H -2.4322 2.5065 -2.1690 -0.0011
H 1.7908 4.5100 0.2540 0.0005
C 0.4728 2.6428 -1.2345 0.0005
H 0.1162 3.6644 -1.4136 0.0005
H -1.8839 -1.0943 3.4471 -0.0011
H -0.5621 1.4260 -2.4820 0.0004
C 2.1336 3.4201 2.0777 0.0218
C 1.6552 3.5790 0.7843 0.0015
H -2.0976 -1.6247 -3.6100 -0.0010
C -2.1656 -3.6450 -0.6084 0.0039
As 0.2886 -1.1366 -2.7924 -0.0383
H 2.0129 -0.8985 -4.5763 -0.0014
C 0.7496 -3.0304 -2.8224 -0.0022
H -0.1904 -5.2046 1.1166 -0.0011
H -2.9554 0.2467 -1.1775 -0.0029
H -0.6003 -3.9377 2.2527 -0.0006
C 0.9198 -0.1085 2.7345 0.0032
C 0.0486 -4.1740 1.4041 -0.0011
H 2.2016 2.0784 3.7581 0.0008
H 1.3055 2.4696 -1.9269 -0.0012
H 1.0511 -5.7188 -0.7480 -0.0001
H -0.9877 -1.3109 -4.9565 0.0001
N -0.2475 -0.7654 2.1108 -0.0258
H -1.9019 1.6178 1.1957 0.0065
C 1.1709 -3.6075 -4.0143 -0.0030
C -1.9678 2.1913 -1.2296 -0.0140
H 1.0986 -4.1269 1.7069 0.0008
```

Calculated values
LUMO level (alpha / beta), eV: -14.878 / -14.777
Charge: +4
Relative energy (zero: lowest compared OMol25 entry of this formula, charge and spin), kcal/mol: 36.8
Electronic energy, eV: -152053.9351
Spin multiplicity: 2

No. 6
Entry from OMol25: 2 unconnected molecules or ions with the total composition CH5N2S2 (wB97M-V/def2-TZVPD).

XYZ file:
```
10
Properties=species:S:1:pos:R:3:lowdin_charge:R:1
H 0.9819 1.7407 -0.1415 0.1417
N 1.2565 -0.1282 0.0071 0.1646
N -0.8924 0.7212 -0.1182 -0.4541
H 0.7451 -0.9736 -0.0684 -0.0407
H -0.7046 -1.7990 1.1258 -0.2139
H 2.2249 0.1305 -0.1713 0.1537
S -1.1824 -2.0003 -0.1095 0.5647
S -2.2029 1.6277 0.1360 0.9988
H -2.7616 1.2827 -1.0483 -0.0547
C 0.4059 0.8671 -0.1232 -0.2599
```

Calculated values
LUMO level (alpha / beta), eV: -7.223 / -6.419
Charge: +1
Relative energy (zero: lowest compared OMol25 entry of this formula, charge and spin), kcal/mol: 90.9
Electronic energy, eV: -25758.4557

No. 7
Entry from OMol25: a molecular structure, C3H12N2 (wB97M-V/def2-TZVPD).

XYZ file:
```
17
Properties=species:S:1:pos:R:3:lowdin_charge:R:1
N -1.2574 1.4762 -0.9937 0.1881
H -0.2874 -0.2701 1.5616 0.1244
H 1.3557 -2.0228 1.7813 0.1519
H -0.3918 1.7903 -1.4578 0.1762
H 0.9113 -0.0923 -1.1660 0.1290
H 1.7403 -0.8910 2.7377 0.1466
H 0.0905 -1.6738 -0.6746 0.1449
N 1.5982 -1.0134 1.7208 0.1590
H -1.2323 1.9838 -0.1030 0.1814
H -1.1198 -0.3150 -2.1288 0.1550
H -2.2960 -0.2667 -0.8244 0.1572
H 2.5699 -0.8980 1.4132 0.1383
H -1.9359 1.7332 -1.7136 0.1866
C 0.3518 0.1100 0.7633 0.0749
C -1.2489 -0.0447 -1.0576 -0.1045
C 0.1369 -0.5946 -0.5826 -0.1444
H 1.0149 0.9889 0.7242 0.1353
```

Calculated values
LUMO level, eV: -8.836
Charge: +2
Relative energy (zero: lowest compared OMol25 entry of this formula, charge and spin), kcal/mol: 69.1
Electronic energy, eV: -6266.2389